1.
Below is a cluster of 9 separate species, C42H102N6O9 in total in a non-equilibrium geometry, with properties calculated with the ωB97M-V functional and the def2-TZVPD basis.

Results
Multiplicity: 2
DFT total energy (eV): -72557.5789
Frontier orbital gap (alpha / beta) (eV): 7.7 / 3.6
HOMO energy (alpha / beta) (eV): -9.65 / -9.65
Charge: +1
Lowest unoccupied orbital energy (alpha / beta) (eV): -2.0 / -6.1

Cartesian coordinates (Å):
C -7.46 24.71 -21.03
O -7.16 23.59 -21.88
H -7.08 24.47 -20.03
H -6.83 25.57 -21.23
H -8.50 25.01 -20.90
H -6.24 23.37 -21.73
C -9.63 28.39 -8.83
O -9.36 28.99 -10.08
H -10.69 28.13 -8.77
H -8.87 27.63 -8.63
H -9.54 29.20 -8.11
H -9.58 28.40 -10.80
C -2.57 22.82 -16.81
O -3.01 23.85 -17.68
H -3.25 22.01 -17.06
H -1.53 22.75 -17.12
H -2.59 23.09 -15.75
H -2.44 24.60 -17.51
C -2.09 25.52 -6.95
C -3.51 25.06 -6.56
C -4.52 25.45 -7.73
O -4.55 26.85 -7.83
C -5.19 27.49 -8.97
N -3.68 23.71 -6.26
H -1.83 24.95 -7.84
H -1.31 25.28 -6.23
H -2.06 26.61 -7.07
H -3.71 25.58 -5.62
H -5.51 24.99 -7.68
H -4.10 25.00 -8.63
H -6.20 27.13 -9.12
H -4.50 27.38 -9.81
H -5.30 28.55 -8.75
H -4.66 23.59 -6.06
H -3.66 23.18 -7.11
C -4.26 19.62 -15.29
C -5.05 19.28 -13.98
C -5.76 20.45 -13.35
O -6.09 20.24 -12.00
C -7.36 20.85 -11.51
N -6.00 18.25 -14.36
H -3.87 18.79 -15.88
H -3.49 20.29 -14.90
H -5.05 19.97 -15.95
H -4.50 18.87 -13.13
H -6.63 20.74 -13.93
H -5.04 21.27 -13.27
H -7.35 21.89 -11.85
H -7.48 20.98 -10.44
H -8.25 20.40 -11.94
H -5.60 17.32 -14.45
H -6.69 18.16 -13.63
C -12.12 27.12 -15.50
C -12.42 25.67 -15.27
C -12.52 24.78 -16.52
O -13.64 25.09 -17.35
C -13.52 24.74 -18.77
N -11.42 25.13 -14.32
H -12.96 27.53 -16.06
H -11.20 27.28 -16.06
H -11.92 27.70 -14.60
H -13.42 25.70 -14.85
H -12.56 23.72 -16.31
H -11.56 25.02 -16.99
H -12.72 25.39 -19.12
H -14.44 24.89 -19.34
H -13.28 23.68 -18.86
H -11.93 24.32 -14.01
H -11.38 25.59 -13.42
C -13.87 24.94 -9.50
C -12.66 25.14 -10.40
C -11.56 25.30 -9.29
C -10.93 24.01 -8.83
C -10.63 22.99 -9.95
C -11.92 22.75 -10.77
N -12.46 24.00 -11.35
O -13.40 23.86 -12.29
C -11.36 21.82 -11.97
C -12.98 21.95 -9.92
C -12.63 26.45 -11.12
H -13.64 24.27 -8.67
H -14.81 24.60 -9.91
H -14.21 25.90 -9.09
H -10.78 25.96 -9.68
H -11.89 25.81 -8.38
H -11.60 23.71 -8.03
H -10.05 24.28 -8.25
H -10.26 22.16 -9.35
H -9.84 23.31 -10.62
H -12.00 21.78 -12.86
H -10.48 22.31 -12.38
H -11.06 20.87 -11.53
H -12.53 20.99 -9.66
H -13.12 22.38 -8.93
H -13.91 21.87 -10.48
H -12.63 27.41 -10.61
H -13.50 26.48 -11.78
H -11.71 26.64 -11.66
H -14.13 23.59 -11.73
C -5.69 26.56 -15.70
C -6.29 25.16 -15.34
C -5.11 24.30 -14.73
C -4.62 24.78 -13.35
C -5.87 24.64 -12.39
C -7.12 25.44 -12.88
N -7.36 25.37 -14.34
O -8.47 26.16 -14.79
C -8.30 24.67 -12.23
C -7.00 26.84 -12.29
C -6.86 24.43 -16.47
H -6.47 27.07 -16.26
H -5.31 27.12 -14.85
H -4.95 26.31 -16.47
H -5.42 23.26 -14.82
H -4.35 24.36 -15.50
H -3.70 24.28 -13.04
H -4.28 25.82 -13.45
H -5.53 24.99 -11.42
H -6.07 23.57 -12.34
H -9.32 25.02 -12.31
H -8.20 24.94 -11.18
H -8.32 23.60 -12.44
H -7.65 27.62 -12.69
H -6.14 27.34 -12.73
H -6.99 26.81 -11.20
H -7.63 23.67 -16.38
H -7.28 25.08 -17.24
H -6.03 23.98 -17.02
H -9.20 25.55 -14.74
C -12.07 18.28 -17.23
C -11.32 19.43 -17.82
C -11.08 20.45 -16.71
C -9.92 21.36 -16.83
C -8.62 20.65 -17.21
C -8.80 19.72 -18.42
N -10.03 18.88 -18.28
O -10.15 17.96 -19.27
C -8.92 20.64 -19.73
C -7.51 18.87 -18.47
C -12.04 20.20 -18.99
H -13.11 18.56 -17.09
H -11.54 17.99 -16.33
H -12.02 17.37 -17.84
H -12.05 20.84 -16.40
H -10.84 19.88 -15.81
H -9.77 21.79 -15.84
H -10.08 22.14 -17.58
H -8.37 20.07 -16.32
H -7.87 21.42 -17.38
H -9.79 21.30 -19.68
H -8.10 21.35 -19.78
H -8.74 20.05 -20.63
H -7.37 18.41 -17.49
H -7.57 18.05 -19.19
H -6.64 19.40 -18.85
H -13.08 20.14 -18.67
H -12.26 19.60 -19.87
H -11.66 21.20 -19.21
H -10.47 18.47 -20.01

Results of the Mulliken charge analysis, in e, for atoms 1 through 99: number 1, C, carries -0.3370; number 2, O, carries -0.4881; number 3, H, carries -0.1234; number 4, H, carries 0.3862; number 5, H, carries 0.3066; number 6, H, carries 0.2935; number 7, C, carries -0.3246; number 8, O, carries -0.5378; number 9, H, carries 0.1500; number 10, H, carries 0.1195; number 11, H, carries 0.3435; number 12, H, carries 0.2785; number 13, C, carries -0.4885; number 14, O, carries -0.5205; number 15, H, carries 0.0826; number 16, H, carries 0.4533; number 17, H, carries 0.2342; number 18, H, carries 0.2901; number 19, C, carries -1.3615; number 20, C, carries 0.3764; number 21, C, carries -0.4846; number 22, O, carries -0.3758; number 23, C, carries -0.4046; number 24, N, carries -0.7297; number 25, H, carries 0.2857; number 26, H, carries 0.3806; number 27, H, carries 0.2916; number 28, H, carries 0.3417; number 29, H, carries 0.3342; number 30, H, carries 0.2262; number 31, H, carries -0.0261; number 32, H, carries 0.2645; number 33, H, carries 0.3375; number 34, H, carries 0.2826; number 35, H, carries 0.2630; number 36, C, carries -1.0903; number 37, C, carries 0.2160; number 38, C, carries 0.0407; number 39, O, carries -0.4749; number 40, C, carries 0.0028; number 41, N, carries -0.5913; number 42, H, carries 0.4674; number 43, H, carries 0.3108; number 44, H, carries 0.0603; number 45, H, carries 0.3411; number 46, H, carries 0.1717; number 47, H, carries -0.0384; number 48, H, carries -0.3627; number 49, H, carries 0.3411; number 50, H, carries 0.4310; number 51, H, carries 0.2223; number 52, H, carries 0.2012; number 53, C, carries -1.7148; number 54, C, carries 0.8790; number 55, C, carries -0.8031; number 56, O, carries -0.4206; number 57, C, carries -0.5188; number 58, N, carries 0.2493; number 59, H, carries 0.4414; number 60, H, carries 0.2576; number 61, H, carries 0.3929; number 62, H, carries 0.3975; number 63, H, carries 0.3787; number 64, H, carries 0.3380; number 65, H, carries 0.3068; number 66, H, carries 0.2697; number 67, H, carries 0.0997; number 68, H, carries -0.1792; number 69, H, carries -0.3993; number 70, C, carries -1.8420; number 71, C, carries 1.6380; number 72, C, carries -0.5911; number 73, C, carries -1.2988; number 74, C, carries 0.2177; number 75, C, carries 0.8826; number 76, N, carries 1.3151; number 77, O, carries -0.4425; number 78, C, carries -1.4609; number 79, C, carries -1.6435; number 80, C, carries -1.7104; number 81, H, carries 0.3677; number 82, H, carries 0.2548; number 83, H, carries 0.5094; number 84, H, carries -0.3272; number 85, H, carries 0.5212; number 86, H, carries 0.5364; number 87, H, carries 0.4597; number 88, H, carries 0.4864; number 89, H, carries -0.8405; number 90, H, carries 0.4822; number 91, H, carries -0.1402; number 92, H, carries 0.5067; number 93, H, carries 0.4303; number 94, H, carries 0.3396; number 95, H, carries 0.3399; number 96, H, carries 0.3366; number 97, H, carries 0.4095; number 98, H, carries 0.1046; number 99, H, carries 0.3431

---

2.
Below is a cluster of 12 separate species, C42H107NO12 in total in a non-equilibrium geometry, with properties calculated with the ωB97M-V functional and the def2-TZVPD basis.

Results
SMILES: CC1(C)CCCC(C)(C)N1O.CC(C)O.CC(C)O.CC(C)O.CC(C)O.CC(C)O.CC(C)O.CC(C)O.CC(C)O.CC(C)O.CC(C)O.CC(C)O
DFT total energy (eV): -71344.5238
Frontier orbital gap (eV): 8.7
HOMO energy (eV): -8.31
Charge: 0
Lowest unoccupied orbital energy (eV): 0.4

Cartesian coordinates (Å):
C -4.28 2.16 1.52
C -5.01 0.98 2.34
C -4.35 0.96 3.78
C -6.50 1.34 2.42
C -7.22 1.26 1.05
C -7.10 -0.20 0.53
C -5.56 -0.63 0.33
C -5.57 -2.15 0.11
C -4.90 0.10 -0.82
N -4.94 -0.33 1.64
O -3.73 -0.97 1.76
H -4.08 2.98 2.21
H -3.30 1.89 1.14
H -4.79 2.61 0.67
H -4.68 0.11 4.38
H -3.30 0.69 3.69
H -4.38 1.87 4.37
H -6.96 0.69 3.15
H -6.61 2.38 2.72
H -8.25 1.47 1.34
H -6.96 2.07 0.36
H -7.64 -0.35 -0.41
H -7.56 -0.87 1.26
H -6.01 -2.40 -0.86
H -6.17 -2.83 0.72
H -4.58 -2.61 0.03
H -5.43 -0.01 -1.77
H -3.89 -0.25 -1.04
H -4.74 1.18 -0.79
H -3.85 -1.65 2.42
C 0.96 -5.23 3.92
C 2.08 -5.14 2.95
C 1.69 -4.34 1.74
O 3.20 -4.66 3.58
H 1.24 -5.76 4.83
H 0.01 -5.58 3.52
H 0.65 -4.22 4.20
H 2.28 -6.15 2.59
H 2.60 -4.01 1.24
H 1.19 -3.41 2.02
H 1.18 -4.96 1.01
H 2.92 -4.13 4.33
C 3.87 -3.44 -1.80
C 4.00 -4.88 -2.49
C 3.05 -5.94 -1.86
O 3.79 -4.85 -3.87
H 2.83 -3.13 -1.79
H 4.35 -2.61 -2.33
H 4.18 -3.36 -0.76
H 4.99 -5.23 -2.22
H 3.01 -6.80 -2.53
H 2.01 -5.62 -1.91
H 3.37 -6.32 -0.89
H 4.53 -4.31 -4.18
C 0.77 5.29 -2.92
C 1.35 3.94 -2.43
C 2.82 3.88 -2.33
O 0.77 3.63 -1.16
H 1.03 6.10 -2.23
H -0.32 5.23 -2.90
H 1.40 5.57 -3.76
H 1.02 3.21 -3.17
H 3.14 2.98 -1.79
H 3.34 4.73 -1.88
H 3.22 3.72 -3.33
H 0.62 4.51 -0.79
C -0.90 -3.75 -2.54
C -2.21 -3.90 -1.66
C -3.27 -4.95 -2.04
O -1.81 -4.34 -0.36
H -0.27 -2.89 -2.30
H -1.06 -3.70 -3.62
H -0.38 -4.70 -2.48
H -2.79 -2.98 -1.60
H -2.93 -5.94 -1.74
H -3.57 -4.88 -3.08
H -4.21 -4.77 -1.52
H -1.34 -3.60 0.03
C 1.46 -0.77 0.18
C 0.14 -0.59 0.85
C -0.61 0.64 0.39
O -0.74 -1.63 0.56
H 2.13 0.08 0.28
H 1.31 -0.85 -0.90
H 2.02 -1.61 0.59
H 0.25 -0.57 1.94
H -0.86 0.76 -0.66
H -0.11 1.56 0.69
H -1.59 0.74 0.85
H -1.54 -1.11 0.65
C 2.50 -0.29 -3.78
C 2.75 0.69 -4.96
C 4.14 0.59 -5.53
O 1.82 0.60 -5.99
H 3.40 -0.42 -3.18
H 2.18 -1.21 -4.27
H 1.64 0.00 -3.18
H 2.58 1.71 -4.64
H 4.90 0.75 -4.76
H 4.29 1.25 -6.39
H 4.35 -0.42 -5.88
H 1.98 -0.10 -6.62
C 5.89 0.98 -1.95
C 6.15 0.55 -0.44
C 5.44 -0.73 0.10
O 7.53 0.31 -0.31
H 6.36 0.29 -2.65
H 6.28 1.96 -2.23
H 4.85 1.09 -2.27
H 5.87 1.45 0.11
H 4.37 -0.58 -0.06
H 5.69 -0.89 1.14
H 5.97 -1.58 -0.31
H 7.97 1.16 -0.23
C -2.91 2.07 -4.47
C -1.54 1.55 -4.23
C -1.55 0.14 -3.75
O -0.81 1.53 -5.43
H -3.49 1.47 -5.17
H -2.90 3.09 -4.88
H -3.47 2.31 -3.57
H -1.07 2.15 -3.45
H -1.95 -0.50 -4.54
H -2.13 0.01 -2.84
H -0.54 -0.09 -3.40
H 0.10 1.27 -5.29
C 0.01 2.24 6.28
C 0.44 2.57 4.81
C -0.38 1.93 3.67
O 0.46 3.98 4.61
H -1.03 2.54 6.41
H 0.57 2.74 7.07
H 0.12 1.17 6.44
H 1.49 2.35 4.62
H 0.21 1.98 2.76
H -1.34 2.43 3.57
H -0.69 0.90 3.84
H 0.75 4.25 3.74
C -2.08 5.22 1.96
C -1.66 5.11 0.44
C -2.75 5.82 -0.42
O -0.43 5.80 0.27
H -1.45 4.46 2.42
H -3.08 4.87 2.20
H -2.04 6.20 2.42
H -1.59 4.04 0.27
H -2.40 6.01 -1.43
H -2.94 6.84 -0.08
H -3.65 5.21 -0.38
H -0.72 6.61 -0.15
C 2.34 -0.11 4.82
C 2.96 -1.43 4.37
C 4.22 -1.21 3.52
O 3.32 -2.16 5.52
H 3.06 0.59 5.24
H 1.75 -0.26 5.72
H 1.90 0.31 3.91
H 2.21 -2.02 3.84
H 4.72 -2.17 3.43
H 4.92 -0.51 3.97
H 3.93 -0.79 2.55
H 4.25 -2.09 5.75

Results of the Mulliken charge analysis, in e, for atoms 1 through 99: number 1, C, carries -0.9909; number 2, C, carries 2.0642; number 3, C, carries -1.9224; number 4, C, carries -1.2963; number 5, C, carries -0.5775; number 6, C, carries -1.2307; number 7, C, carries 2.0415; number 8, C, carries -2.2196; number 9, C, carries -1.3973; number 10, N, carries -0.0590; number 11, O, carries -0.1359; number 12, H, carries 0.3161; number 13, H, carries -0.2128; number 14, H, carries 0.2504; number 15, H, carries 0.4751; number 16, H, carries 0.2297; number 17, H, carries 0.4145; number 18, H, carries 0.3565; number 19, H, carries 0.3585; number 20, H, carries 0.4173; number 21, H, carries 0.3215; number 22, H, carries 0.4708; number 23, H, carries 0.3998; number 24, H, carries 0.4891; number 25, H, carries 0.4344; number 26, H, carries 0.2593; number 27, H, carries 0.4561; number 28, H, carries 0.0286; number 29, H, carries 0.1416; number 30, H, carries 0.2555; number 31, C, carries -1.5196; number 32, C, carries 0.3292; number 33, C, carries -0.2382; number 34, O, carries -0.5726; number 35, H, carries 0.3719; number 36, H, carries 0.4389; number 37, H, carries 0.3066; number 38, H, carries 0.4361; number 39, H, carries -0.0861; number 40, H, carries -0.3624; number 41, H, carries 0.5454; number 42, H, carries 0.3287; number 43, C, carries -0.3892; number 44, C, carries 0.2816; number 45, C, carries -1.0255; number 46, O, carries -0.5599; number 47, H, carries -0.1311; number 48, H, carries 0.3216; number 49, H, carries 0.2028; number 50, H, carries 0.1646; number 51, H, carries 0.4103; number 52, H, carries -0.0033; number 53, H, carries 0.3464; number 54, H, carries 0.3718; number 55, C, carries -1.5120; number 56, C, carries 1.5686; number 57, C, carries -1.4769; number 58, O, carries -0.2777; number 59, H, carries 0.3453; number 60, H, carries 0.2275; number 61, H, carries 0.4850; number 62, H, carries -0.4097; number 63, H, carries 0.1068; number 64, H, carries 0.3692; number 65, H, carries 0.4667; number 66, H, carries 0.1786; number 67, C, carries -1.0741; number 68, C, carries 1.6779; number 69, C, carries -1.6168; number 70, O, carries -0.5578; number 71, H, carries 0.0932; number 72, H, carries 0.4512; number 73, H, carries 0.1990; number 74, H, carries -0.5148; number 75, H, carries 0.3777; number 76, H, carries 0.3855; number 77, H, carries 0.3086; number 78, H, carries 0.3342; number 79, C, carries -0.8610; number 80, C, carries 1.4008; number 81, C, carries -1.5410; number 82, O, carries 0.0262; number 83, H, carries 0.6149; number 84, H, carries -0.3844; number 85, H, carries 0.2421; number 86, H, carries -0.4048; number 87, H, carries 0.2559; number 88, H, carries 0.1649; number 89, H, carries 0.2425; number 90, H, carries -0.3149; number 91, C, carries 0.0437; number 92, C, carries 1.0268; number 93, C, carries -1.5028; number 94, O, carries -0.6015; number 95, H, carries -0.0372; number 96, H, carries 0.4247; number 97, H, carries -0.5793; number 98, H, carries -0.1996; number 99, H, carries 0.2050